Formula: CH8N3O
Source: OMol25
Level of theory: ωB97M-V with the def2-TZVPD basis set

The highest occupied orbital energy comes out at -0.575 Eh. The orbital gap is 12.48 eV. The energy above the lowest of the compared OMol25 structures with the same formula, charge and spin comes out at 13.2 kcal/mol. The value obtained for the electronic energy is -7679.2730 eV. The calculation puts the molar mass at 78.09 g mol⁻¹.

```
! RIJCOSX wB97M-V def2-TZVPD def2/J DEFGRID3
* xyz 1 1
O 0.553 2.775 0.112
N -0.855 0.234 0.265
N -0.923 -2.048 0.006
N 1.056 -0.915 -0.347
C -0.229 -0.926 0.022
H -1.929 -1.998 -0.045
H 1.764 -0.465 0.211
H 0.733 2.837 -0.835
H -0.302 1.051 0.010
H 0.576 3.686 0.429
H 1.364 -1.712 -0.880
H -0.467 -2.938 -0.084
H -1.341 0.420 1.134
*
```